Record 1
{
  "formula": "C6H10",
  "method": "the ωB97M-V functional and the def2-TZVPD basis",
  "e_above_lowest_ev": 1.9217,
  "max_force_ev_per_a": 1.05,
  "lumo_ev": 1.145,
  "smiles": "C[C@@]12CC[C@@H]1C2",
  "charge": 0,
  "homo_energy_ha": -0.339,
  "spin_multiplicity": 1,
  "homo_lumo_gap_ev": 10.38,
  "symbols": ["C", "C", "C", "C", "C", "C", "H", "H", "H", "H", "H", "H", "H", "H", "H", "H"],
  "xyz": [[-0.7295, -1.5447, 0.7509], [-0.2685, -0.3676, -0.0579], [-0.6574, 1.0945, 0.2287], [0.8232, 1.4632, 0.3937], [1.1495, 0.1207, -0.3115], [0.1637, -0.4143, -1.4604], [-0.5259, -2.4950, 0.2437], [-1.8059, -1.4862, 0.9387], [-0.2061, -1.5580, 1.7124], [-1.0534, 1.5780, -0.6684], [-1.3215, 1.2403, 1.0758], [1.0564, 1.4580, 1.4763], [1.1979, 2.4212, 0.0105], [2.1435, -0.3036, -0.3084], [0.2790, -1.4439, -1.8395], [-0.2661, 0.2274, -2.2295]],
  "atomic_forces_ev_per_a": [[0.0, 0.0, 0.1], [-0.3, 0.0, 0.2], [-0.4, 0.1, 0.1], [0.0, 0.0, -0.4], [0.1, -0.1, -0.7], [0.4, 0.4, 0.1], [0.0, 0.2, 0.1], [0.1, -0.1, 0.0], [-0.2, 0.0, 0.0], [-0.4, -0.1, 0.2], [0.0, 0.2, 0.1], [0.3, -0.5, -0.6], [-0.2, -0.2, -0.2], [-0.2, -0.6, 0.4], [0.8, 0.6, 0.3], [0.0, 0.1, 0.3]],
  "lowdin_charge": [-0.03, -0.48, -0.13, -0.14, -0.15, -0.05, 0.08, 0.08, 0.08, 0.11, 0.11, 0.11, 0.09, 0.11, 0.11, 0.09]
}


Record 2
{
  "formula": "C6H10",
  "method": "the ωB97M-V functional and the def2-TZVPD basis",
  "e_above_lowest_ev": 6.9895,
  "max_force_ev_per_a": 4.75,
  "lumo_ev": -1.263,
  "charge": 0,
  "homo_energy_ha": -0.230,
  "spin_multiplicity": 1,
  "homo_lumo_gap_ev": 4.99,
  "symbols": ["C", "C", "C", "C", "C", "C", "H", "H", "H", "H", "H", "H", "H", "H", "H", "H"],
  "xyz": [[-1.7906, 0.4506, 0.3243], [-1.6789, -0.5154, -0.8964], [-0.5282, -0.5234, 0.1059], [0.7149, 0.0067, -0.3190], [1.8175, -0.0273, 0.6150], [3.1027, 0.3257, 0.3595], [-3.5192, 0.5287, -0.3767], [-2.2281, 0.1384, 1.2653], [-1.5670, 1.4934, 0.2305], [-2.1831, -1.4442, -0.9958], [-1.3955, 0.0063, -1.8472], [-0.5506, -1.3534, 0.8177], [0.7924, 0.5577, -1.2531], [1.7552, -0.5604, 1.5619], [3.3029, 0.8052, -0.6022], [3.9555, 0.1113, 1.0102]],
  "atomic_forces_ev_per_a": [[-4.5, 0.3, -1.3], [3.6, 1.4, 1.4], [2.0, -2.4, -3.5], [-0.3, 0.0, 2.3], [1.7, -0.3, -0.2], [-0.6, 0.3, -0.8], [0.9, 0.6, 1.2], [-0.1, 0.1, -0.2], [0.0, 0.1, -0.3], [-1.0, -0.1, 0.2], [-0.6, -0.6, 1.1], [0.1, 0.6, 0.0], [0.1, -0.2, 0.1], [-0.9, 0.0, 0.0], [0.3, -0.1, 0.3], [-0.5, 0.1, -0.1]],
  "lowdin_charge": [-0.15, -0.17, -0.31, -0.08, -0.21, -0.01, 0.12, 0.07, 0.08, 0.09, 0.12, 0.14, 0.11, 0.10, 0.05, 0.05]
}


Record 3
{
  "formula": "C6H10",
  "method": "the ωB97M-V functional and the def2-TZVPD basis",
  "e_above_lowest_ev": 4.2164,
  "max_force_ev_per_a": 0.26,
  "lumo_ev": -0.006,
  "charge": 0,
  "homo_energy_ha": -0.286,
  "spin_multiplicity": 1,
  "homo_lumo_gap_ev": 7.78,
  "symbols": ["C", "C", "C", "C", "C", "C", "H", "H", "H", "H", "H", "H", "H", "H", "H", "H"],
  "xyz": [[2.1106, -0.0980, 0.0850], [0.6660, -0.3101, 0.5106], [-1.1168, -1.4921, -0.9161], [-1.9548, -0.3906, -0.5072], [-1.6328, 0.6819, 0.2261], [-0.1878, 0.9507, 0.5628], [2.6130, 0.5824, 0.7832], [2.1669, 0.3508, -0.9131], [2.6702, -1.0387, 0.0731], [0.6066, -0.8465, 1.4640], [-0.7976, -1.3359, -1.9678], [0.2023, -1.1020, -0.1808], [-2.9860, -0.5349, -0.8468], [-2.3878, 1.4069, 0.5165], [0.2140, 1.7079, -0.1288], [-0.1041, 1.3889, 1.5654]],
  "atomic_forces_ev_per_a": [[0.0, 0.0, 0.0], [-0.1, 0.2, 0.1], [0.0, 0.3, 0.0], [0.2, 0.0, 0.1], [-0.1, -0.1, -0.1], [0.1, 0.0, 0.0], [-0.1, -0.1, -0.1], [0.0, -0.1, 0.2], [-0.1, 0.1, 0.0], [0.0, 0.0, -0.1], [0.0, 0.0, 0.1], [0.0, 0.0, -0.1], [0.1, 0.0, 0.0], [0.1, -0.1, -0.1], [0.0, -0.1, 0.1], [0.0, -0.1, -0.1]],
  "lowdin_charge": [-0.10, -0.25, 0.09, -0.25, -0.14, -0.21, 0.08, 0.08, 0.08, 0.13, 0.04, 0.03, 0.11, 0.09, 0.11, 0.12]
}


Record 4
{
  "formula": "C6H10",
  "method": "the ωB97M-V functional and the def2-TZVPD basis",
  "e_above_lowest_ev": 1.3189,
  "max_force_ev_per_a": 0.83,
  "lumo_ev": 1.176,
  "smiles": "C[C@@]12CC[C@@H]1C2",
  "charge": 0,
  "homo_energy_ha": -0.332,
  "spin_multiplicity": 1,
  "homo_lumo_gap_ev": 10.21,
  "symbols": ["C", "C", "C", "C", "C", "C", "H", "H", "H", "H", "H", "H", "H", "H", "H", "H"],
  "xyz": [[-1.1857, -1.5122, 0.0568], [-0.2721, -0.3432, -0.2156], [-0.7265, 1.0914, 0.0575], [0.6816, 1.4768, 0.5436], [1.1117, 0.0250, 0.4075], [1.0332, -0.4163, -1.0025], [-0.6687, -2.4660, -0.0529], [-2.0508, -1.5449, -0.6164], [-1.5890, -1.4718, 1.0744], [-1.1468, 1.6741, -0.7608], [-1.4347, 1.1166, 0.8933], [0.6902, 1.8537, 1.5647], [1.2123, 2.1828, -0.1003], [1.6874, -0.5226, 1.1464], [1.4344, -1.4178, -1.1732], [1.2235, 0.2743, -1.8224]],
  "atomic_forces_ev_per_a": [[0.1, -0.1, 0.0], [0.6, -0.3, 0.5], [-0.1, 0.1, -0.2], [0.1, 0.2, 0.1], [-0.2, -0.2, 0.4], [-0.6, 0.0, -0.3], [0.1, 0.0, 0.0], [0.2, 0.2, -0.1], [0.1, 0.1, -0.1], [-0.1, 0.0, -0.2], [0.1, -0.1, -0.2], [0.0, 0.0, 0.0], [0.1, -0.1, 0.1], [0.0, 0.0, -0.1], [-0.4, 0.2, 0.0], [0.0, 0.0, 0.1]],
  "lowdin_charge": [-0.04, -0.39, -0.13, -0.15, -0.21, -0.07, 0.07, 0.08, 0.08, 0.10, 0.11, 0.10, 0.10, 0.13, 0.11, 0.11]
}


Record 5
{
  "formula": "C6H10",
  "method": "the ωB97M-V functional and the def2-TZVPD basis",
  "e_above_lowest_ev": 1.3680,
  "max_force_ev_per_a": 0.50,
  "lumo_ev": 1.081,
  "smiles": "C#CCC(C)C",
  "charge": 0,
  "homo_energy_ha": -0.365,
  "spin_multiplicity": 1,
  "homo_lumo_gap_ev": 11.01,
  "symbols": ["C", "C", "C", "C", "C", "C", "H", "H", "H", "H", "H", "H", "H", "H", "H", "H"],
  "xyz": [[2.6741, 0.5662, -0.1715], [1.5917, 0.7259, 0.3327], [0.2437, 0.9279, 0.8752], [-0.8273, 0.0627, 0.1767], [-0.7453, 0.1934, -1.3444], [-0.7295, -1.4022, 0.6021], [3.6318, 0.4347, -0.6240], [-0.0171, 1.9886, 0.7680], [0.2438, 0.7138, 1.9519], [-1.7978, 0.4542, 0.5115], [-1.5776, -0.3290, -1.8283], [0.1907, -0.2429, -1.7113], [-0.7675, 1.2423, -1.6621], [-0.7367, -1.5049, 1.6936], [-1.5731, -1.9776, 0.2045], [0.1963, -1.8532, 0.2255]],
  "atomic_forces_ev_per_a": [[-0.4, 0.1, 0.2], [0.4, -0.1, -0.2], [0.0, 0.1, 0.0], [-0.1, 0.0, 0.0], [0.0, 0.0, -0.1], [0.0, 0.0, 0.0], [-0.1, 0.0, 0.1], [0.1, -0.1, 0.0], [0.0, 0.0, -0.2], [0.1, -0.1, 0.0], [0.1, 0.1, 0.1], [-0.1, 0.1, 0.0], [0.0, -0.1, 0.1], [0.0, 0.0, -0.2], [0.1, 0.1, 0.0], [-0.1, 0.1, 0.1]],
  "lowdin_charge": [0.11, -0.15, -0.20, -0.44, -0.09, -0.08, 0.02, 0.12, 0.12, 0.13, 0.08, 0.07, 0.08, 0.08, 0.08, 0.08]
}


Record 6
{
  "formula": "C6H10",
  "method": "the ωB97M-V functional and the def2-TZVPD basis",
  "e_above_lowest_ev": 1.3008,
  "max_force_ev_per_a": 0.25,
  "lumo_ev": 1.178,
  "smiles": "C[C@@]12CC[C@@H]1C2",
  "charge": 0,
  "homo_energy_ha": -0.342,
  "spin_multiplicity": 1,
  "homo_lumo_gap_ev": 10.48,
  "symbols": ["C", "C", "C", "C", "C", "C", "H", "H", "H", "H", "H", "H", "H", "H", "H", "H"],
  "xyz": [[1.8715, -0.3151, 0.3200], [0.4599, 0.0833, -0.0501], [-0.4544, -0.8310, -0.8758], [-1.6415, -0.4783, 0.0595], [-0.7347, 0.4934, 0.8037], [-0.1005, 1.4713, -0.1449], [2.1119, -0.1415, 1.3760], [2.6310, 0.2040, -0.2773], [1.9839, -1.3879, 0.1312], [-0.5678, -0.5515, -1.9293], [-0.1769, -1.8883, -0.8276], [-1.9240, -1.3332, 0.6815], [-2.5407, -0.0607, -0.4061], [-0.7682, 0.6930, 1.8724], [0.4675, 2.2702, 0.3265], [-0.6170, 1.7723, -1.0595]],
  "atomic_forces_ev_per_a": [[0.0, 0.1, 0.0], [0.2, -0.1, 0.0], [0.0, -0.1, -0.2], [-0.2, 0.0, 0.0], [-0.1, 0.0, 0.2], [0.1, 0.1, -0.1], [-0.2, 0.1, -0.2], [-0.2, -0.1, 0.0], [0.1, 0.1, 0.1], [0.0, 0.0, 0.1], [0.0, 0.2, 0.0], [0.0, 0.1, -0.1], [0.1, 0.0, 0.1], [0.0, 0.0, -0.2], [0.0, -0.2, 0.0], [0.0, -0.1, 0.2]],
  "lowdin_charge": [-0.03, -0.42, -0.12, -0.14, -0.21, -0.07, 0.08, 0.08, 0.07, 0.11, 0.10, 0.10, 0.10, 0.13, 0.11, 0.11]
}


Record 7
{
  "formula": "C6H10",
  "method": "the ωB97M-V functional and the def2-TZVPD basis",
  "e_above_lowest_ev": 3.5970,
  "max_force_ev_per_a": 0.40,
  "lumo_ev": [0.002, 0.002],
  "charge": 0,
  "homo_energy_ha": [-0.290, -0.290],
  "spin_multiplicity": 1,
  "homo_lumo_gap_ev": [7.91, 7.91],
  "symbols": ["C", "C", "C", "C", "C", "C", "H", "H", "H", "H", "H", "H", "H", "H", "H", "H"],
  "xyz": [[-1.2701, 0.7736, -0.6553], [-0.2689, 0.2971, 0.3611], [-0.5028, 0.7929, 1.7570], [0.7477, -1.3389, -1.2872], [0.7659, -0.5447, 0.0018], [1.8697, -0.3142, 0.8386], [-1.4636, 1.8451, -0.5286], [-2.2277, 0.2587, -0.4992], [-0.9506, 0.5939, -1.6846], [0.1323, 0.2601, 2.4636], [-0.3037, 1.8662, 1.8539], [-1.5661, 0.6458, 1.9943], [-0.2474, -1.7530, -1.4857], [1.0494, -0.7467, -2.1601], [1.4443, -2.1791, -1.2031], [2.7916, -0.4565, 0.2334]],
  "atomic_forces_ev_per_a": [[0.0, 0.0, -0.1], [-0.1, 0.1, 0.0], [0.0, 0.0, 0.0], [0.0, -0.1, -0.1], [0.1, 0.1, 0.2], [-0.1, -0.1, -0.4], [0.0, -0.2, 0.0], [0.1, 0.0, 0.0], [0.0, 0.0, 0.2], [-0.1, 0.1, -0.1], [0.0, -0.1, -0.1], [0.1, 0.0, 0.0], [0.1, 0.1, 0.0], [0.0, 0.0, 0.1], [-0.1, 0.1, 0.0], [-0.2, 0.0, 0.1]],
  "lowdin_charge": [-0.05, -0.27, -0.08, -0.08, -0.41, 0.13, 0.09, 0.10, 0.07, 0.06, 0.09, 0.09, 0.08, 0.08, 0.08, 0.01]
}